{"formula": "C47H49AsCdN6O2Se", "method": "the ωB97M-V functional and the def2-TZVPD basis", "symbols": ["Cd", "C", "C", "C", "C", "C", "N", "C", "C", "C", "N", "C", "C", "C", "C", "C", "C", "C", "C", "N", "C", "C", "C", "N", "C", "C", "C", "C", "O", "C", "O", "H", "H", "H", "H", "H", "H", "H", "H", "H", "H", "H", "H", "H", "H", "H", "H", "H", "H", "H", "H", "H", "H", "H", "H", "H", "H", "H", "H", "C", "C", "C", "C", "C", "C", "As", "C", "C", "C", "C", "C", "C", "C", "C", "C", "C", "C", "C", "H", "H", "H", "H", "H", "H", "H", "H", "H", "H", "H", "H", "H", "C", "N", "C", "C", "N", "C", "C", "Se", "H", "H", "H", "H", "H", "H", "H", "H"], "coordinates": [[-0.734, 0.706, -0.767], [5.926, 3.509, 0.749], [4.681, 2.670, 0.666], [4.613, 1.392, 1.150], [3.427, 0.617, 1.101], [3.526, -0.672, 1.673], [2.620, -1.492, 2.142], [1.199, -1.273, 2.400], [0.718, -2.249, 3.471], [-0.709, -1.938, 3.917], [-1.590, -1.791, 2.770], [-2.779, -2.277, 2.608], [-3.607, -1.938, 1.500], [-4.918, -2.447, 1.449], [-5.811, -2.063, 0.476], [-7.207, -2.615, 0.398], [-5.369, -1.097, -0.435], [-4.088, -0.558, -0.451], [-3.861, 0.528, -1.401], [-2.799, 1.204, -1.614], [-2.910, 2.327, -2.561], [-1.566, 2.921, -2.969], [-0.783, 3.629, -1.855], [0.139, 2.723, -1.171], [1.285, 3.154, -0.823], [2.344, 2.453, -0.101], [3.518, 3.169, 0.057], [2.262, 1.098, 0.402], [1.282, 0.329, 0.209], [-3.136, -1.021, 0.506], [-1.905, -0.654, 0.526], [6.739, 2.959, 1.218], [5.755, 4.414, 1.333], [6.259, 3.818, -0.243], [5.491, 0.955, 1.614], [4.537, -1.054, 1.786], [2.967, -2.395, 2.439], [0.654, -1.418, 1.469], [1.055, -0.233, 2.701], [1.360, -2.197, 4.353], [0.769, -3.267, 3.076], [-0.728, -0.992, 4.464], [-1.094, -2.720, 4.570], [-1.323, -1.151, 2.006], [-3.166, -2.942, 3.376], [-5.230, -3.150, 2.214], [-7.426, -3.250, 1.255], [-7.343, -3.213, -0.504], [-7.946, -1.814, 0.377], [-6.079, -0.733, -1.172], [-4.760, 0.800, -1.966], [-3.514, 3.111, -2.094], [-3.444, 1.999, -3.457], [-1.771, 3.649, -3.756], [-0.933, 2.153, -3.428], [-1.484, 4.014, -1.106], [-0.234, 4.484, -2.260], [1.543, 4.186, -1.086], [3.550, 4.178, -0.344], [-0.949, -3.172, -6.281], [-1.689, -2.161, -5.689], [-1.279, -1.625, -4.475], [-0.130, -2.106, -3.860], [0.615, -3.120, -4.455], [0.203, -3.651, -5.666], [0.383, -1.348, -2.166], [2.308, -1.282, -2.179], [3.116, -0.368, -2.834], [4.493, -0.435, -2.667], [5.048, -1.414, -1.850], [4.237, -2.327, -1.191], [2.855, -2.263, -1.346], [1.869, -3.149, -0.689], [2.163, -4.209, 0.165], [1.132, -4.957, 0.717], [-0.196, -4.655, 0.431], [-0.500, -3.598, -0.417], [0.531, -2.860, -0.976], [-1.266, -3.590, -7.227], [-2.582, -1.788, -6.173], [-1.856, -0.832, -4.011], [1.515, -3.491, -3.978], [0.779, -4.438, -6.134], [2.686, 0.390, -3.478], [5.136, 0.265, -3.183], [6.123, -1.474, -1.739], [4.688, -3.095, -0.574], [3.191, -4.475, 0.378], [1.365, -5.796, 1.360], [-0.990, -5.257, 0.854], [-1.534, -3.366, -0.648], [-2.870, 4.734, 2.238], [-1.520, 4.649, 2.768], [-0.814, 5.688, 3.342], [0.379, 5.191, 3.722], [0.389, 3.853, 3.378], [1.475, 2.926, 3.637], [-0.781, 3.521, 2.795], [-1.304, 1.854, 2.171], [-3.259, 5.727, 2.444], [-3.498, 3.983, 2.713], [-2.865, 4.555, 1.164], [-1.224, 6.678, 3.429], [1.214, 5.663, 4.208], [2.256, 3.454, 4.178], [1.873, 2.543, 2.698], [1.112, 2.093, 4.237]], "total_energy_ev": -193309.50374, "spin_multiplicity": 1, "charge": 2}

{"formula": "C47H49Cl3N3O4PS", "method": "the ωB97M-V functional and the def2-TZVPD basis", "symbols": ["C", "C", "Cl", "C", "Cl", "C", "C", "O", "N", "O", "C", "P", "C", "C", "C", "C", "C", "C", "C", "S", "O", "O", "Cl", "C", "N", "C", "C", "N", "C", "H", "H", "H", "H", "H", "H", "H", "H", "H", "H", "H", "H", "H", "H", "H", "H", "H", "H", "H", "C", "C", "C", "C", "C", "C", "H", "H", "H", "H", "H", "H", "C", "C", "C", "C", "C", "C", "H", "H", "H", "H", "H", "H", "C", "C", "C", "C", "C", "C", "H", "H", "H", "H", "H", "H", "C", "C", "C", "C", "C", "C", "H", "H", "H", "H", "H", "H", "C", "C", "C", "C", "C", "C", "H", "H", "H", "H", "H", "H"], "coordinates": [[8.908, -3.222, -1.440], [7.354, -2.693, -1.751], [6.756, -2.948, -3.500], [6.512, -2.058, -0.667], [7.151, -1.804, 1.087], [4.969, -1.590, -1.040], [3.879, -2.760, -1.522], [4.399, -4.137, -1.529], [3.976, -4.844, -0.463], [4.226, -4.281, 0.591], [2.307, -2.398, -1.966], [1.029, -3.689, -2.536], [0.185, -3.242, -4.188], [1.754, -5.431, -2.790], [1.905, -0.779, -1.834], [0.349, -0.312, -2.230], [-0.794, -0.998, -1.259], [-2.159, -0.047, -1.089], [-3.081, -0.148, -2.442], [-4.364, -1.512, -2.431], [-4.899, -1.623, -3.912], [-5.606, -1.239, -1.545], [-3.642, -3.405, -1.933], [3.004, 0.382, -1.346], [2.492, 1.793, -1.293], [3.530, 2.800, -0.898], [5.051, 2.349, -0.527], [5.630, 0.961, -0.507], [4.542, 0.025, -0.952], [9.500, -3.461, -2.434], [8.791, -4.269, -0.882], [9.486, -2.523, -0.696], [-0.700, -2.461, -4.018], [-0.352, -4.232, -4.573], [0.911, -2.809, -4.998], [1.010, -6.172, -3.358], [1.924, -5.920, -1.728], [2.803, -5.436, -3.345], [0.204, -0.575, -3.385], [0.189, 0.849, -2.155], [-1.187, -1.975, -1.821], [-0.342, -1.286, -0.205], [-2.822, -0.454, -0.195], [-1.895, 1.076, -0.837], [-2.394, -0.208, -3.395], [-3.681, 0.881, -2.513], [3.250, 3.954, -0.856], [5.801, 3.231, -0.233], [-5.294, -2.405, -9.266], [-4.962, -2.257, -7.919], [-5.771, -1.490, -7.081], [-6.917, -0.878, -7.587], [-7.251, -1.028, -8.933], [-6.438, -1.788, -9.773], [-4.662, -3.000, -9.920], [-4.072, -2.740, -7.523], [-5.508, -1.370, -6.033], [-7.550, -0.284, -6.933], [-8.146, -0.552, -9.327], [-6.695, -1.900, -10.823], [0.522, 3.785, 0.704], [0.567, 3.888, 2.094], [0.104, 5.043, 2.724], [-0.414, 6.092, 1.963], [-0.462, 5.988, 0.573], [0.009, 4.836, -0.057], [0.886, 2.886, 0.213], [0.964, 3.068, 2.687], [0.146, 5.126, 3.806], [-0.779, 6.990, 2.454], [-0.867, 6.804, -0.019], [-0.024, 4.758, -1.140], [-5.626, 0.067, 3.739], [-4.667, 0.428, 4.685], [-3.485, 1.046, 4.279], [-3.265, 1.311, 2.927], [-4.226, 0.953, 1.982], [-5.405, 0.327, 2.387], [-6.546, -0.418, 4.056], [-4.842, 0.228, 5.739], [-2.735, 1.321, 5.016], [-2.346, 1.797, 2.612], [-4.055, 1.162, 0.929], [-6.150, 0.043, 1.650], [0.718, -5.585, 5.216], [0.309, -4.475, 4.477], [1.146, -3.941, 3.498], [2.390, -4.523, 3.251], [2.798, -5.635, 3.987], [1.964, -6.164, 4.973], [0.067, -5.999, 5.981], [-0.663, -4.026, 4.665], [0.830, -3.072, 2.927], [3.041, -4.110, 2.485], [3.766, -6.090, 3.793], [2.284, -7.027, 5.550], [1.422, 6.467, 6.191], [1.467, 6.570, 7.581], [1.004, 7.725, 8.211], [0.486, 8.774, 7.451], [0.438, 8.670, 6.061], [0.909, 7.519, 5.430], [1.786, 5.569, 5.700], [1.864, 5.750, 8.174], [1.046, 7.808, 9.294], [0.121, 9.672, 7.942], [0.033, 9.487, 5.469], [0.876, 7.440, 4.347]], "total_energy_ev": -119863.58040, "spin_multiplicity": 1, "charge": 0, "smiles": "C/C(Cl)=C(\\Cl)c1c(ON=O)c(P(C)C)c(CCCCS(=O)(=O)Cl)c2nccnc12.c1ccccc1.c1ccccc1.c1ccccc1.c1ccccc1.c1ccccc1"}

{"formula": "C47H51ClN5O6PS2Y", "method": "the ωB97M-V functional and the def2-TZVPD basis", "symbols": ["Y", "C", "C", "C", "C", "C", "C", "C", "C", "C", "H", "H", "H", "H", "H", "H", "H", "H", "H", "H", "H", "H", "O", "C", "C", "C", "C", "C", "C", "C", "P", "C", "C", "C", "C", "C", "C", "C", "C", "C", "C", "C", "C", "H", "H", "H", "H", "H", "H", "H", "H", "H", "H", "H", "H", "H", "H", "C", "C", "C", "C", "C", "N", "C", "O", "N", "C", "C", "C", "C", "N", "C", "C", "C", "H", "H", "H", "H", "H", "H", "H", "H", "H", "H", "H", "H", "H", "O", "Cl", "O", "O", "O", "C", "C", "N", "C", "S", "N", "C", "C", "H", "H", "H", "H", "H", "H", "H", "H", "H", "H", "H", "H", "S", "C"], "coordinates": [[-0.579, 0.401, -1.406], [-1.655, -4.742, 2.074], [-2.415, -3.556, 1.546], [-3.050, -3.616, 0.311], [-3.756, -2.533, -0.202], [-4.489, -2.641, -1.511], [-3.809, -1.362, 0.549], [-3.169, -1.266, 1.781], [-3.189, 0.030, 2.546], [-2.489, -2.374, 2.272], [-2.333, -5.535, 2.399], [-1.042, -4.466, 2.932], [-1.003, -5.170, 1.308], [-3.008, -4.536, -0.257], [-4.485, -1.694, -2.050], [-5.534, -2.915, -1.345], [-4.048, -3.406, -2.151], [-4.379, -0.517, 0.183], [-2.486, 0.754, 2.121], [-2.904, -0.117, 3.588], [-4.182, 0.484, 2.531], [-1.988, -2.303, 3.232], [-0.801, 0.903, -4.230], [-0.478, -0.157, -3.696], [0.007, -1.295, -4.548], [-0.026, -1.243, -5.938], [0.409, -2.324, -6.684], [0.886, -3.463, -6.041], [0.933, -3.518, -4.657], [0.490, -2.431, -3.902], [0.592, -2.444, -2.072], [0.565, -4.236, -1.733], [1.691, -4.958, -1.342], [1.594, -6.321, -1.082], [0.383, -6.978, -1.228], [-0.738, -6.270, -1.645], [-0.644, -4.910, -1.890], [2.261, -1.804, -1.735], [2.944, -2.134, -0.473], [4.258, -1.934, -0.281], [5.144, -1.572, -1.369], [4.678, -1.404, -2.615], [3.242, -1.354, -2.926], [-0.400, -0.340, -6.405], [0.379, -2.286, -7.766], [1.227, -4.310, -6.623], [1.317, -4.404, -4.169], [2.650, -4.467, -1.248], [2.477, -6.868, -0.775], [0.312, -8.039, -1.029], [-1.685, -6.779, -1.778], [-1.518, -4.363, -2.224], [2.366, -2.578, 0.328], [4.691, -2.159, 0.686], [6.211, -1.552, -1.187], [5.370, -1.302, -3.443], [2.961, -1.657, -3.934], [7.161, 4.057, 6.569], [5.759, 4.006, 6.030], [5.497, 3.550, 4.744], [4.211, 3.541, 4.223], [3.142, 3.960, 5.008], [1.821, 3.984, 4.510], [1.156, 3.019, 3.788], [0.062, 3.224, 3.306], [1.812, 1.804, 3.704], [1.333, 0.724, 2.952], [1.506, -0.577, 3.403], [1.042, -1.622, 2.626], [0.421, -1.332, 1.425], [0.281, -0.084, 0.972], [0.729, 0.928, 1.718], [3.390, 4.417, 6.300], [4.682, 4.447, 6.794], [7.821, 3.389, 6.017], [7.192, 3.768, 7.620], [7.574, 5.065, 6.494], [6.315, 3.214, 4.118], [4.042, 3.232, 3.199], [1.226, 4.760, 4.751], [2.537, 1.616, 4.377], [1.989, -0.763, 4.355], [1.154, -2.650, 2.942], [0.034, -2.122, 0.795], [0.620, 1.923, 1.320], [2.561, 4.742, 6.918], [4.854, 4.809, 7.801], [-1.291, 4.661, -0.794], [-0.483, 3.489, -0.781], [-1.146, 2.411, 0.000], [0.802, 3.751, -0.235], [-0.400, 2.895, -2.113], [-3.845, 3.807, -4.979], [-2.854, 3.505, -3.873], [-3.487, 3.598, -2.555], [-3.634, 2.606, -1.689], [-3.342, 0.970, -2.124], [-4.109, 2.877, -0.468], [-4.330, 4.202, 0.095], [-5.687, 4.782, -0.271], [-3.349, 3.751, -5.948], [-4.273, 4.808, -4.882], [-4.661, 3.084, -4.972], [-2.016, 4.204, -3.873], [-2.430, 2.509, -3.967], [-3.639, 4.533, -2.207], [-4.088, 2.086, 0.153], [-3.508, 4.858, -0.203], [-4.236, 4.097, 1.175], [-5.791, 4.924, -1.348], [-5.826, 5.751, 0.209], [-6.491, 4.119, 0.051], [2.072, 1.152, -1.738], [2.362, -0.428, -2.243]], "s2": 0.76, "de_lowest_kcal_mol": 59.2, "spin_multiplicity": 2, "charge": 0}

{"formula": "C47H52AsHfN2OP2SSi2", "method": "the ωB97M-V functional and the def2-TZVPD basis", "symbols": ["Hf", "O", "S", "C", "C", "C", "C", "C", "C", "P", "C", "C", "C", "C", "C", "C", "C", "C", "C", "C", "C", "C", "C", "C", "C", "C", "C", "C", "P", "C", "C", "C", "C", "C", "C", "C", "C", "C", "C", "C", "C", "H", "H", "H", "H", "H", "H", "H", "H", "H", "H", "H", "H", "H", "H", "H", "H", "H", "H", "H", "H", "H", "H", "H", "H", "H", "H", "H", "H", "N", "C", "C", "C", "N", "C", "C", "H", "H", "H", "H", "H", "H", "C", "Si", "C", "C", "As", "Si", "C", "C", "C", "H", "H", "H", "H", "H", "H", "H", "H", "H", "H", "H", "H", "H", "H", "H", "H", "H", "H"], "coordinates": [[-0.813, -0.200, -0.101], [-1.378, -0.195, 2.814], [-0.058, -0.911, 2.622], [-0.606, -2.330, 1.575], [0.125, -3.508, 1.746], [-0.405, -4.715, 1.341], [-1.688, -4.762, 0.795], [-2.424, -3.604, 0.640], [-1.915, -2.359, 1.037], [-3.082, -0.859, 1.030], [-4.287, -1.419, 2.263], [-5.323, -2.256, 1.849], [-6.223, -2.731, 2.790], [-6.100, -2.364, 4.125], [-5.083, -1.509, 4.525], [-4.173, -1.026, 3.596], [-3.979, -0.977, -0.561], [-3.678, -1.782, -1.659], [-4.392, -1.645, -2.848], [-5.398, -0.702, -2.955], [-5.697, 0.121, -1.870], [-4.990, -0.006, -0.690], [0.642, 0.331, 1.478], [0.724, 1.638, 2.198], [0.961, 2.709, 1.456], [0.949, 2.539, -0.039], [1.729, 1.297, -0.403], [1.624, 0.194, 0.378], [2.278, -1.472, 0.031], [3.295, -1.722, 1.510], [3.757, -0.675, 2.308], [4.596, -0.938, 3.383], [4.983, -2.242, 3.664], [4.531, -3.291, 2.872], [3.684, -3.032, 1.804], [3.457, -1.158, -1.315], [2.953, -0.877, -2.590], [3.813, -0.662, -3.655], [5.187, -0.760, -3.464], [5.693, -1.054, -2.207], [4.833, -1.253, -1.132], [1.090, -3.471, 2.237], [0.158, -5.627, 1.491], [-2.129, -5.715, 0.529], [-3.436, -3.666, 0.263], [-5.450, -2.526, 0.809], [-7.029, -3.381, 2.476], [-6.807, -2.740, 4.853], [-4.998, -1.211, 5.562], [-3.382, -0.358, 3.906], [-2.929, -2.556, -1.589], [-4.171, -2.300, -3.683], [-5.960, -0.610, -3.876], [-6.488, 0.856, -1.947], [-5.244, 0.628, 0.154], [0.650, 1.675, 3.278], [1.147, 3.684, 1.890], [1.315, 3.417, -0.559], [2.449, 1.330, -1.212], [3.486, 0.351, 2.085], [4.957, -0.122, 3.996], [5.645, -2.442, 4.497], [4.840, -4.306, 3.086], [3.347, -3.852, 1.177], [1.881, -0.827, -2.750], [3.416, -0.427, -4.635], [5.862, -0.617, -4.298], [6.762, -1.133, -2.057], [5.244, -1.478, -0.156], [0.330, -3.824, -5.296], [0.023, -3.123, -4.206], [-0.569, -1.840, -4.287], [-0.813, -1.146, -3.141], [-0.530, -1.603, -1.897], [-0.022, -2.858, -1.818], [0.251, -3.631, -2.906], [0.173, -3.455, -6.219], [0.752, -4.735, -5.231], [-0.828, -1.406, -5.245], [-1.279, -0.171, -3.206], [0.161, -3.245, -0.829], [0.649, -4.627, -2.765], [-1.903, 4.024, 2.373], [-1.795, 4.468, 0.599], [-3.429, 4.642, -0.227], [-0.449, 5.598, 0.079], [-1.055, 2.344, -0.557], [-1.034, 2.781, -2.940], [-1.093, 4.606, -3.247], [0.515, 2.120, -3.696], [-2.643, 2.014, -3.471], [-2.837, 4.422, 2.781], [-1.080, 4.454, 2.944], [-1.900, 2.944, 2.525], [-3.793, 5.673, -0.170], [-4.157, 4.006, 0.283], [-3.398, 4.356, -1.276], [-0.869, 6.593, -0.101], [0.036, 5.283, -0.842], [0.306, 5.695, 0.861], [-0.094, 5.048, -3.233], [-1.718, 5.157, -2.546], [-1.506, 4.768, -4.248], [1.392, 2.478, -3.151], [0.581, 2.530, -4.710], [0.586, 1.034, -3.768], [-3.446, 2.722, -3.242], [-2.902, 1.081, -2.963], [-2.673, 1.836, -4.550]], "de_lowest_kcal_mol": 35.7, "spin_multiplicity": 1, "charge": 3}